[1]
ORCA calculation (ωB97M-V/def2-TZVPD) on an isolated molecule of CH2FNO2 in a non-equilibrium geometry.

Computed properties:
Structure (SMILES): C=[N+]([O-])OF
Highest occupied orbital energy (spin up / spin down), eV: -9.7 / -9.7
Kohn-Sham gap (spin up / spin down), eV: 8.4 / 8.4

```
! wB97M-V def2-TZVPD RIJCOSX def2/J DEFGRID3
* xyz 0 1
C 0.6786 2.0819 -1.0632
N 1.2065 1.2784 -0.1217
O 1.4300 0.1448 -0.5450
O 1.8169 1.8078 1.0666
F 3.2120 1.5563 1.1997
H -0.0405 2.8774 -0.8080
H 0.5151 1.4349 -1.9494
*
```

---

[2]
ORCA calculation (ωB97M-V/def2-TZVPD) on a cluster of 2 separate species, CH2FNO2 in total in a non-equilibrium geometry.

Computed properties:
Highest occupied orbital energy, eV: -11.2
Kohn-Sham gap, eV: 9.0

```
! wB97M-V def2-TZVPD RIJCOSX def2/J DEFGRID3
* xyz 0 1
C -0.0101 -1.0994 0.1556
N -0.0045 0.2236 0.2210
O -0.8093 -1.8617 -0.2598
O 0.7996 1.2666 0.2027
F -1.7084 0.9638 -0.3276
H 1.0031 -1.1937 0.6976
H 0.7297 1.7008 -0.6895
*
```

---

[3]
ORCA calculation (ωB97M-V/def2-TZVPD) on a cluster of 2 separate species, CH2FNO3S in total in a non-equilibrium geometry.

Computed properties:
Highest occupied orbital energy (spin up / spin down), eV: -5.5 / -11.4
Expectation value of S²: 2.01
Kohn-Sham gap (spin up / spin down), eV: 6.0 / 7.3

```
! wB97M-V def2-TZVPD RIJCOSX def2/J DEFGRID3
* xyz 0 3
C 1.1255 -1.3185 -0.1052
N 2.1883 -0.9296 0.2895
O 0.0665 -1.6565 -0.4342
O -2.1698 0.2373 -1.1670
O -1.6644 0.0653 1.1635
F -3.8648 -0.4985 0.3683
S -2.2429 -0.7699 0.1112
H 2.5784 -1.1061 1.1905
H -1.5744 0.9413 -1.0139
*
```

---

[4]
ORCA calculation (ωB97M-V/def2-TZVPD) on a cluster of 2 separate species, CH2FO2S in total in a non-equilibrium geometry.

Computed properties:
Highest occupied orbital energy (spin up / spin down), eV: -5.0 / -4.2
Kohn-Sham gap (spin up / spin down), eV: 6.8 / 6.0

```
! wB97M-V def2-TZVPD RIJCOSX def2/J DEFGRID3
* xyz -1 1
C 1.1521 0.5310 -0.0894
O -1.1187 0.9609 1.1152
O -1.3255 0.6636 -1.3658
F -1.3325 -2.6869 0.2609
S -0.6242 0.2593 -0.0923
H 1.7999 -0.1837 -0.7953
H 1.4489 0.4558 0.9668
*
```

---

For reference, energy relative to the best compared isomer or geometry (same formula, charge and spin) by record: 157.4; 106.7; 20.3; 62.3 kcal per mole.